DFT (ωB97M-V with the def2-TZVPD basis set) results for a structure of composition C38H56ClF6I2N4O5 at a distorted geometry.

ORCA input file:
```
! wB97M-V def2-TZVPD RIJCOSX def2/J DEFGRID3
* xyz -1 1
C 1.33 -2.04 2.70
C 0.43 -0.85 3.26
C 0.72 0.57 2.63
I 2.90 0.69 2.49
C -0.05 0.86 1.22
C -0.17 -0.32 0.19
C -1.11 -1.51 0.49
C -0.83 -2.63 -0.62
C -1.02 -2.13 -2.09
N -1.89 -2.99 -2.94
C -1.79 -2.71 -4.28
C -2.68 -3.60 -5.01
C -3.33 -4.38 -3.92
C -2.80 -3.98 -2.63
N 1.09 1.61 0.52
C 1.07 3.01 0.45
O 1.95 3.69 -0.02
C -0.26 3.43 1.25
C -0.80 4.77 0.63
C -0.60 5.00 -0.92
C 0.48 6.14 -1.20
Cl -0.42 7.74 -0.97
C 0.48 3.89 2.58
C -0.38 4.31 3.81
C -0.34 3.34 5.05
N -1.04 5.39 3.98
C -1.10 2.08 1.20
C -2.02 2.25 -0.09
C -2.98 1.07 -0.48
C -4.00 1.67 -1.55
I -2.92 1.97 -3.44
C -2.19 1.77 2.28
O -2.30 0.63 2.64
C -3.30 2.70 2.89
F -3.20 4.04 2.59
F -3.20 2.65 4.28
C -4.79 2.32 2.57
F -5.11 2.45 1.22
F -5.57 3.29 3.19
C -5.35 0.94 3.04
F -5.05 0.57 4.31
F -5.05 -0.13 2.22
C -6.95 1.04 3.00
O -7.58 1.17 3.99
O -7.58 0.91 1.76
H 0.78 -3.02 2.77
H 1.64 -1.93 1.63
H 2.28 -2.17 3.29
H -0.63 -1.18 3.25
H 0.72 -0.77 4.35
H 0.31 1.31 3.36
H -0.43 0.15 -0.80
H 0.87 -0.74 0.04
H -2.21 -1.32 0.41
H -0.96 -2.05 1.45
H -1.53 -3.47 -0.35
H 0.20 -3.05 -0.46
H -0.01 -2.16 -2.57
H -1.39 -1.09 -2.20
H -1.16 -1.95 -4.78
H -2.84 -3.66 -6.10
H -4.10 -5.15 -4.11
H -3.04 -4.33 -1.62
H 1.31 1.30 -0.43
H -1.91 4.89 0.78
H -0.39 5.70 1.10
H -1.55 5.41 -1.36
H -0.33 4.12 -1.53
H 1.34 6.08 -0.50
H 0.81 6.14 -2.27
H 1.11 4.78 2.30
H 1.25 3.16 2.96
H -0.87 3.84 5.90
H -0.78 2.34 4.82
H 0.75 3.21 5.31
H -0.94 5.93 3.11
H -1.32 2.39 -0.95
H -2.72 3.12 0.03
H -2.50 0.22 -1.01
H -3.62 0.66 0.32
H -4.36 2.68 -1.27
H -4.82 0.95 -1.79
H -7.55 1.76 1.29
C 2.90 -2.10 -3.41
C 3.27 -3.35 -2.58
C 4.36 -4.14 -3.32
C 5.74 -3.49 -3.33
C 6.00 -2.59 -2.12
C 5.13 -2.91 -0.89
N 3.72 -2.83 -1.28
O 2.83 -3.07 -0.22
C 5.42 -1.80 0.13
C 5.57 -4.25 -0.27
C 2.04 -4.27 -2.55
H 2.09 -1.54 -2.93
H 2.55 -2.37 -4.42
H 3.75 -1.42 -3.53
H 4.46 -5.13 -2.87
H 4.06 -4.33 -4.36
H 6.50 -4.28 -3.37
H 5.87 -2.91 -4.25
H 7.06 -2.64 -1.87
H 5.82 -1.56 -2.43
H 5.08 -0.83 -0.24
H 6.50 -1.72 0.33
H 4.93 -1.98 1.09
H 6.63 -4.22 0.00
H 5.44 -5.09 -0.95
H 5.01 -4.47 0.64
H 1.75 -4.56 -3.57
H 1.18 -3.78 -2.11
H 2.24 -5.18 -2.00
*
```

Highest occupied orbital energy in eV: -2.0
E in eV: -101536.1211
Relative energy (zero: lowest compared OMol25 entry of this formula, charge and spin) in kcal/mol: 72.5
Orbital gap in eV: 3.27
LUMO energy in eV: 1.22


DFT (ωB97M-V with the def2-TZVPD basis set) results for a cluster of 2 separate species, C3H8NO2S in total at a distorted geometry.

ORCA input file:
```
! wB97M-V def2-TZVPD RIJCOSX def2/J DEFGRID3
* xyz -1 1
O -0.45 2.10 -2.07
C -0.83 1.36 -1.21
C 0.24 0.80 -0.25
C 0.11 0.24 1.15
S -1.59 0.14 1.56
N 1.35 -0.07 -1.05
H -1.93 0.92 -1.13
H 0.95 1.68 0.00
H 0.66 -0.71 1.40
H 0.51 0.89 1.86
H 1.96 0.43 -1.52
H 1.04 -0.90 -1.45
H 0.14 -2.10 0.97
H -1.48 -2.11 0.79
O -0.68 -2.68 0.94
*
```

Highest occupied orbital energy in eV: -3.0
E in eV: -19659.9731
Relative energy (zero: lowest compared OMol25 entry of this formula, charge and spin) in kcal/mol: 88.7
Orbital gap in eV: 6.82
LUMO energy in eV: 3.86


DFT (ωB97M-V with the def2-TZVPD basis set) results for a cluster of 2 separate species, C48H42F4N3O in total at a distorted geometry.

ORCA input file:
```
! wB97M-V def2-TZVPD RIJCOSX def2/J DEFGRID3
* xyz 1 1
F 7.82 -4.08 -2.65
C 6.73 -3.30 -2.97
C 6.83 -2.50 -4.11
C 5.70 -1.74 -4.43
F 5.76 -0.90 -5.52
C 4.52 -1.80 -3.70
C 4.42 -2.64 -2.54
C 3.18 -2.67 -1.86
C 2.73 -3.53 -0.82
C 1.51 -3.18 -0.15
C 1.05 -3.95 0.90
F -0.08 -3.52 1.59
C 1.67 -5.12 1.34
C 2.84 -5.46 0.66
F 3.51 -6.59 1.10
C 3.36 -4.74 -0.40
C 5.61 -3.35 -2.16
H 7.73 -2.46 -4.72
H 3.65 -1.22 -4.00
H 2.44 -1.95 -2.22
H 0.95 -2.30 -0.47
H 1.27 -5.72 2.15
H 4.23 -5.12 -0.94
H 5.64 -3.91 -1.22
C -1.57 3.93 5.70
C -1.67 3.14 4.44
C -1.15 1.85 4.39
C -1.24 1.06 3.24
C -0.68 -0.33 3.30
C -1.85 1.62 2.10
N -1.86 0.89 0.88
C -2.47 -0.35 0.65
C -3.23 -1.10 1.64
C -3.10 -2.50 1.60
C -3.55 -3.27 2.66
C -4.28 -2.66 3.70
C -4.54 -1.29 3.66
C -4.05 -0.50 2.63
N -2.29 -0.73 -0.59
N -1.60 0.30 -1.21
C -1.45 0.27 -2.63
C -2.61 0.04 -3.38
C -3.94 -0.17 -2.75
C -2.49 0.04 -4.77
C -1.27 0.26 -5.41
C -1.20 0.25 -6.90
C -0.13 0.46 -4.63
C -0.19 0.45 -3.24
C 1.08 0.61 -2.47
C -1.26 1.24 -0.31
C -0.69 2.53 -0.72
O -1.03 3.00 -1.83
C 0.27 3.26 0.12
C 0.44 4.69 -0.19
C 1.03 2.59 1.12
C 1.32 1.21 1.06
C 2.11 0.59 2.02
C 2.61 1.33 3.09
C 2.33 2.69 3.19
C 1.58 3.33 2.22
C -2.43 2.89 2.14
C -3.20 3.49 1.00
C -2.30 3.65 3.31
H -2.00 4.93 5.56
H -2.10 3.43 6.52
H -0.52 4.04 6.01
H -0.65 1.43 5.27
H -0.43 -0.72 2.31
H 0.24 -0.32 3.90
H -1.38 -1.02 3.79
H -2.58 -2.95 0.75
H -3.33 -4.33 2.69
H -4.65 -3.27 4.53
H -5.13 -0.82 4.46
H -4.26 0.56 2.57
H -4.67 -0.37 -3.55
H -3.93 -1.02 -2.06
H -4.30 0.72 -2.21
H -3.40 -0.14 -5.36
H -0.21 0.57 -7.23
H -1.40 -0.75 -7.29
H -1.96 0.93 -7.32
H 0.84 0.61 -5.11
H 1.93 0.53 -3.16
H 1.17 1.59 -1.99
H 1.20 -0.17 -1.70
H 1.37 5.09 0.23
H 0.43 4.83 -1.29
H -0.41 5.28 0.21
H 0.93 0.64 0.21
H 2.32 -0.48 1.92
H 3.21 0.83 3.86
H 2.71 3.27 4.04
H 1.34 4.39 2.29
H -3.98 4.14 1.43
H -2.56 4.13 0.37
H -3.70 2.74 0.38
H -2.72 4.65 3.33
*
```

Highest occupied orbital energy in eV: -8.2
E in eV: -67836.8436
Relative energy (zero: lowest compared OMol25 entry of this formula, charge and spin) in kcal/mol: 11.4
Orbital gap in eV: 1.96
LUMO energy in eV: -6.25


DFT (ωB97M-V with the def2-TZVPD basis set) results for an isolated molecule of C5H11N2OP at a distorted geometry.

ORCA input file:
```
! wB97M-V def2-TZVPD RIJCOSX def2/J DEFGRID3
* xyz 0 1
C -2.72 -1.99 -0.33
C -1.89 -1.35 -1.13
C -0.42 -1.18 -1.02
N 0.12 0.05 -1.64
P -0.40 1.58 -1.05
O 0.13 1.40 0.43
N 1.83 1.49 0.53
C 2.27 0.56 1.55
C 2.22 1.99 1.84
H -3.80 -2.07 -0.69
H -2.51 -2.41 0.60
H -2.17 -0.89 -2.01
H -0.09 -2.08 -1.59
H -0.17 -1.22 -0.01
H -0.30 0.04 -2.54
H -1.65 1.30 -0.48
H 3.22 0.05 1.41
H 1.72 -0.16 1.97
H 1.35 2.41 2.44
H 3.27 2.48 1.72
*
```

Highest occupied orbital energy in eV: -8.7
E in eV: -19674.6754
Relative energy (zero: lowest compared OMol25 entry of this formula, charge and spin) in kcal/mol: 75.6
Orbital gap in eV: 9.49
LUMO energy in eV: 0.77


DFT (ωB97M-V with the def2-TZVPD basis set) results for a cluster of 2 separate species, C5H12O in total at a distorted geometry.

ORCA input file:
```
! wB97M-V def2-TZVPD RIJCOSX def2/J DEFGRID3
* xyz 0 1
C 1.30 -0.64 0.13
C 0.54 0.36 -0.33
C 1.15 1.56 -0.98
C -0.94 0.36 -0.05
C -1.77 -0.29 -1.18
H 2.37 -0.61 -0.03
H 0.86 -1.49 0.62
H 0.68 2.49 -0.67
H 2.21 1.66 -0.72
H 1.09 1.55 -2.08
H -1.28 1.40 0.06
H -1.18 -0.06 0.92
H -2.25 0.42 -1.86
H -1.12 -0.87 -1.84
H -2.53 -0.96 -0.77
O 0.28 -1.81 3.29
H 0.66 -0.95 3.07
H -0.08 -2.11 2.43
*
```

Highest occupied orbital energy in eV: -9.5
E in eV: -7426.3335
Relative energy (zero: lowest compared OMol25 entry of this formula, charge and spin) in kcal/mol: 22.5
Orbital gap in eV: 10.38
LUMO energy in eV: 0.84


DFT (ωB97M-V with the def2-TZVPD basis set) results for a structure of composition C42H51Cl5N3O5PPbS5Si2Te2 at a distorted geometry.

ORCA input file:
```
! wB97M-V def2-TZVPD RIJCOSX def2/J DEFGRID3
* xyz -2 1
Pb 0.05 1.39 0.86
Cl 1.62 -2.46 -3.49
C 0.29 -1.46 -3.99
C -0.61 -1.98 -4.92
C -1.70 -1.26 -5.31
Cl -2.78 -1.94 -6.51
C -1.96 0.01 -4.76
C -3.13 0.77 -5.00
C -3.28 1.99 -4.42
C -2.24 2.51 -3.63
N -1.15 1.83 -3.38
C -0.99 0.58 -3.88
C 0.20 -0.16 -3.45
O 1.04 0.34 -2.64
H -0.43 -2.97 -5.32
H -3.90 0.35 -5.64
H -4.19 2.57 -4.56
H -2.31 3.49 -3.17
S 3.46 3.23 -1.71
S 3.33 4.34 0.05
S 3.05 3.16 1.72
S 1.12 3.25 2.40
C -0.37 6.06 0.33
C -1.77 5.89 -0.19
O -2.63 5.36 0.83
P -2.93 3.76 0.89
O -1.84 2.97 0.22
Te -3.68 3.32 3.06
O -4.14 3.65 -0.22
C -5.45 4.14 0.08
C -6.34 3.81 -1.10
H 0.28 6.48 -0.44
H 0.02 5.09 0.63
H -0.36 6.71 1.21
H -1.77 5.23 -1.06
H -2.20 6.85 -0.49
H -5.41 5.22 0.25
H -5.82 3.66 0.99
H -6.01 4.35 -1.99
H -7.38 4.08 -0.90
H -6.28 2.74 -1.31
C -3.12 -2.64 1.98
Si -2.13 -1.23 1.16
C -0.70 -2.13 0.31
C -3.24 -0.53 -0.21
C -1.53 0.10 2.29
Si -1.18 -0.38 4.05
C -0.03 -1.89 4.19
C -0.48 1.06 5.06
C -2.74 -0.90 5.01
H -3.59 -3.29 1.22
H -3.90 -2.26 2.63
H -2.45 -3.26 2.59
H -1.03 -2.98 -0.29
H 0.03 -2.48 1.05
H -0.16 -1.45 -0.36
H -3.18 -1.12 -1.13
H -2.93 0.49 -0.46
H -4.29 -0.48 0.10
H -2.33 0.86 2.36
H 0.75 -1.78 4.94
H 0.47 -2.09 3.23
H -0.61 -2.79 4.45
H 0.30 1.59 4.51
H -0.06 0.73 6.02
H -1.27 1.79 5.26
H -3.05 -1.92 4.75
H -3.57 -0.23 4.77
H -2.58 -0.86 6.09
Te 1.25 3.06 -2.68
C 1.33 5.09 -3.47
C 0.43 5.38 -4.50
C 0.38 6.63 -5.09
C 1.24 7.64 -4.66
C 2.15 7.36 -3.65
C 2.20 6.10 -3.06
H -0.25 4.60 -4.85
H -0.33 6.83 -5.89
H 1.20 8.62 -5.11
H 2.84 8.12 -3.31
H 2.92 5.91 -2.27
Cl 0.89 -5.77 6.10
C 1.69 -5.30 4.63
C 0.96 -5.14 3.47
C 1.61 -4.75 2.32
C 2.98 -4.51 2.28
C 3.61 -4.13 0.95
C 4.29 -2.76 0.90
N 3.51 -1.68 1.46
C 3.54 -1.24 2.77
C 2.66 -0.21 2.84
N 2.08 -0.02 1.61
C 2.61 -0.91 0.80
O 4.62 -5.06 0.57
C 4.11 -6.32 0.15
C 3.55 -6.27 -1.24
C 2.27 -6.57 -1.59
Cl 1.01 -7.08 -0.54
S 1.98 -6.41 -3.28
C 3.61 -5.92 -3.54
C 4.32 -5.89 -2.38
C 3.69 -4.72 3.47
Cl 5.42 -4.53 3.57
C 3.06 -5.11 4.64
H -0.11 -5.30 3.47
H 1.04 -4.63 1.40
H 2.80 -4.13 0.20
H 4.50 -2.54 -0.15
H 5.24 -2.82 1.44
H 4.18 -1.69 3.51
H 2.39 0.41 3.68
H 2.40 -0.97 -0.26
H 3.36 -6.69 0.85
H 4.98 -6.98 0.17
H 3.93 -5.66 -4.53
H 5.35 -5.59 -2.32
H 3.64 -5.26 5.54
*
```

Highest occupied orbital energy in eV: -2.4
E in eV: -220765.6620
Relative energy (zero: lowest compared OMol25 entry of this formula, charge and spin) in kcal/mol: 16.4
Orbital gap in eV: 5.58
LUMO energy in eV: 3.16